Entry 1:
This record from the OMol25 dataset describes a cluster of 2 separate species, C6H13ClFN2O2 in total at a distorted geometry. The level of theory is ωB97M-V/def2-TZVPD.

Output
Electronic energy: -1056.245573 hartree
HOMO: -0.4770 Ha
ΔE to the lowest compared entry with this formula, charge and spin: 0.0 kcal per mole
Max |F|: 1.08 eV/A

The geometry in ORCA input format:
```
! RIJCOSX wB97M-V def2-TZVPD def2/J DEFGRID3
* xyz 1 1
H -1.156 0.997 -2.701
N 0.294 -0.780 2.688
O 2.084 -0.074 -0.119
H -1.126 1.970 -1.229
H 0.860 -0.032 3.077
N 0.780 1.341 -1.902
H 2.323 -2.293 2.098
H -1.522 0.152 1.169
H -0.756 -2.526 3.221
C -0.588 0.119 0.608
C -0.891 -0.143 -0.878
C 0.309 -0.949 1.253
O 2.634 -1.623 1.341
C -0.077 -1.736 3.515
H -1.922 -0.474 -0.991
H -0.255 -0.941 -1.264
H -0.103 1.089 0.737
H 1.314 0.849 -1.096
H 1.019 2.334 -1.927
H -0.062 -1.953 1.023
F -0.053 -1.458 4.785
Cl 1.779 -3.401 3.456
C -0.681 1.107 -1.725
H 1.123 0.904 -2.762
C 1.785 -0.865 0.765
*
```

***

Entry 2:
This record from the OMol25 dataset describes a cluster of 7 separate species, C32H62F17O6S in total at a distorted geometry. The level of theory is ωB97M-V/def2-TZVPD.

Output
Electronic energy: -3803.006923 hartree
HOMO: -0.3893 Ha
Max |F|: 5.68 eV/A

The geometry in ORCA input format:
```
! RIJCOSX wB97M-V def2-TZVPD def2/J DEFGRID3
* xyz 1 1
F 2.225 -4.590 1.455
H -3.001 -3.162 -3.456
H -0.182 0.492 -10.033
H -4.494 7.806 9.301
H -5.109 1.411 -9.943
H -0.889 2.639 3.886
H -2.561 -5.448 -4.435
C -3.469 0.022 -10.166
C 10.293 -3.343 0.154
F 3.438 -2.226 4.168
H -1.736 3.070 -6.827
H -1.107 4.361 -5.820
O -3.000 5.771 8.082
H -0.517 -2.762 -6.169
O -0.282 4.171 -7.717
H -0.579 4.180 4.663
H 9.484 -3.654 -0.515
H 8.820 -4.463 2.136
C -4.027 1.434 -10.105
C 0.890 6.022 -6.592
C 0.222 1.224 5.954
H 4.972 -1.900 1.673
H -1.033 -1.049 -8.242
C -4.941 7.232 8.484
C -2.125 3.057 5.619
F -0.870 -6.381 3.953
H -0.791 0.420 4.207
H 1.162 5.302 -8.585
C -2.875 -2.899 1.765
H -1.298 -4.310 -5.900
O -2.085 -0.026 -10.506
H 11.162 -3.062 -0.448
C -2.114 5.832 10.378
H -6.023 7.208 8.646
C 1.081 -4.801 3.819
H 9.530 -2.377 4.287
H -0.611 1.056 6.644
H -2.159 0.201 -7.714
C -2.648 -2.623 -6.089
S 4.530 -3.231 1.780
H -1.377 1.697 -9.591
H -3.511 -3.124 -5.640
H -3.649 -0.516 -9.229
H 0.093 6.254 -5.880
C -2.942 -3.909 3.052
C -1.554 -3.962 3.953
H -2.800 -5.553 -2.687
H -2.315 6.045 -7.263
H 10.571 -4.213 0.756
C -2.100 6.418 8.977
F 1.713 -6.173 3.810
H -2.292 7.495 8.998
F -1.979 -4.506 5.296
H 1.137 1.002 6.514
H -3.820 1.972 -11.035
F -5.106 -3.789 0.681
H -2.916 3.565 5.060
F -3.661 -2.330 -0.566
F -3.557 -1.613 2.167
H -0.360 6.143 -8.360
H 5.640 -4.134 1.822
H 1.562 5.305 -6.107
C -1.199 0.034 -8.210
F -3.434 -5.292 2.696
F -3.988 -3.334 3.979
O 8.644 -2.432 1.739
C 0.144 0.289 4.760
C -3.668 -3.471 0.422
H 0.966 0.481 4.063
H -1.097 6.290 8.556
H 7.662 -3.568 3.105
H -4.735 7.770 7.553
H -2.441 2.021 5.778
H 10.646 -1.879 1.716
F -1.512 -2.515 1.332
H -1.948 4.749 10.346
F 1.299 -2.599 2.386
H -4.916 5.267 7.641
C -0.810 3.128 4.862
C 3.457 -3.464 3.344
C 9.852 -2.180 1.025
C -2.144 -5.156 -3.467
H -3.579 2.008 -9.288
H -1.335 6.291 10.993
H -2.749 -2.693 -7.176
H -2.845 4.746 -8.333
C -2.025 -3.647 -3.343
H 10.702 -3.355 3.403
C -0.489 -5.051 3.347
O -1.081 -3.076 -4.245
H 9.657 -1.315 0.382
F -0.995 -2.617 4.224
H -3.439 4.823 -6.656
F -2.964 -4.594 -0.252
C 1.959 -3.896 2.771
C -1.407 4.115 -6.844
H -2.694 -1.568 -5.795
C 9.676 -3.339 3.783
C 0.334 5.445 -7.883
C -1.185 0.620 -9.611
H 0.195 -0.754 5.087
C 8.664 -3.516 2.663
H 1.441 6.946 -6.791
F 4.127 -4.525 4.131
O 0.295 2.601 5.592
C -2.569 4.981 -7.300
H -0.420 0.494 -7.595
C -4.383 5.820 8.423
H -1.161 -5.630 -3.377
H 9.578 -4.143 4.518
C -1.341 -3.249 -5.635
H -4.001 -0.530 -10.947
H -4.564 5.282 9.359
H -2.029 3.524 6.605
F 1.154 -4.347 5.239
H -3.074 5.999 10.874
H -1.676 -3.405 -2.333
F -0.613 -5.263 1.862
*
```

***

Entry 3:
This record from the OMol25 dataset describes an isolated molecule of C6H8F3NO3S at a distorted geometry. The level of theory is ωB97M-V/def2-TZVPD.

Output
Electronic energy: -1211.577268 hartree
HOMO: -0.3323 Ha
Max |F|: 5.69 eV/A

The geometry in ORCA input format:
```
! RIJCOSX wB97M-V def2-TZVPD def2/J DEFGRID3
* xyz 0 1
C -0.494 0.139 -2.027
H 1.267 2.117 0.701
S 0.310 1.771 -1.499
O -0.305 -0.428 3.372
H 0.147 -0.260 -2.716
C -0.021 0.456 1.019
N -0.095 -0.932 0.665
F -1.223 -2.853 -2.233
C 0.976 1.222 0.219
F -1.332 -3.591 -0.199
H 1.758 0.518 0.038
H -1.534 0.217 -2.351
O 1.448 1.930 -2.310
C 0.183 0.618 2.587
H -2.097 -1.044 -0.140
F 0.523 -3.022 -0.974
O 0.730 1.561 3.089
H -0.425 -1.205 2.853
C -1.012 -1.311 -0.410
H -1.070 1.030 0.989
C -0.784 -2.656 -0.968
H 0.835 -1.230 0.624
*
```

***

Entry 4:
This record from the OMol25 dataset describes a structure of composition C5H9NdO3 at a distorted geometry. The level of theory is ωB97M-V/def2-TZVPD.

Output
Electronic energy: -982.221770 hartree
HOMO (spin up / spin down): -0.5813 / -0.5863 Ha
ΔE to the lowest compared entry with this formula, charge and spin: 92.9 kcal per mole
Max |F|: 6.08 eV/A

The geometry in ORCA input format:
```
! RIJCOSX wB97M-V def2-TZVPD def2/J DEFGRID3
* xyz 2 4
H 0.013 1.154 -2.387
Nd -2.498 -1.440 1.993
O -2.139 -0.850 -0.125
H 1.925 0.932 3.160
H 0.538 1.545 1.207
H 1.303 -0.732 3.137
O -0.461 -0.245 1.133
O -0.065 -0.782 -1.050
H -0.313 0.082 -4.574
C -0.095 -0.497 -3.677
C 0.728 0.490 1.448
C -0.978 -0.237 -0.201
C 1.053 0.313 2.910
H -1.046 0.856 -1.033
H 1.539 0.115 0.809
H 0.478 -1.417 -3.810
C -0.194 0.083 -2.481
H 0.211 0.631 3.541
*
```

***

Entry 5:
This record from the OMol25 dataset describes a cluster of 12 separate species, C3H32N2O11 in total at a distorted geometry. The level of theory is ωB97M-V/def2-TZVPD.

Output
Electronic energy: -1070.598020 hartree
HOMO: -0.3174 Ha
ΔE to the lowest compared entry with this formula, charge and spin: 48.7 kcal per mole
Max |F|: 2.01 eV/A
SMILES string: NCCCN.O.O.O.O.O.O.O.O.O.O.O

The geometry in ORCA input format:
```
! RIJCOSX wB97M-V def2-TZVPD def2/J DEFGRID3
* xyz 0 1
H 0.414 -1.867 -3.415
H 3.706 -2.009 0.480
O -1.078 -2.430 2.855
O -1.726 2.885 -3.217
N 0.151 -1.868 -0.422
H -2.683 -1.017 2.807
C 1.158 0.255 0.385
H -1.135 -3.278 3.301
H 0.061 1.414 1.868
H -2.334 2.109 -3.199
O 1.684 -2.236 2.993
H -2.004 -0.009 1.983
O -3.104 0.637 -2.592
H 0.524 -0.151 -1.504
H 1.824 -2.181 2.050
H -3.914 0.555 -2.067
N 1.905 0.828 2.669
O 3.834 0.450 -1.016
H -4.100 -0.501 0.053
O -0.258 -1.190 -3.377
H 0.535 -2.353 0.367
H 4.490 0.274 -1.691
H -2.414 0.470 -1.944
C 0.740 0.548 1.782
H -1.934 3.281 -2.367
O 2.953 -2.563 0.264
O -4.376 0.414 0.191
H 0.371 2.436 -3.303
O -0.722 3.447 1.157
H -4.102 0.505 1.126
H 2.110 -0.253 0.268
H 1.558 1.544 3.300
H -0.381 -1.059 -4.324
H -0.927 -0.133 -0.554
O -2.870 -0.180 2.371
H -0.155 3.672 0.412
H 0.486 -2.446 -1.176
H 1.864 -1.280 3.105
O 0.853 1.603 -3.318
H 0.003 -0.135 2.217
H 0.389 0.946 -2.798
C 0.121 -0.430 -0.544
H 1.393 1.157 -0.203
H -0.123 -2.204 2.854
H 3.102 -3.487 0.439
H 2.671 1.276 2.178
H -1.631 3.614 0.895
H 3.072 0.939 -1.337
*
```

***

Entry 6:
This record from the OMol25 dataset describes the ion C7H12N with charge +1 at a distorted geometry. The level of theory is ωB97M-V/def2-TZVPD.

Output
Electronic energy: -328.300056 hartree
HOMO: -0.5239 Ha
ΔE to the lowest compared entry with this formula, charge and spin: 80.8 kcal per mole
Max |F|: 4.90 eV/A

The geometry in ORCA input format:
```
! RIJCOSX wB97M-V def2-TZVPD def2/J DEFGRID3
* xyz 1 1
H 2.689 1.274 -1.165
H -1.162 -0.795 -0.455
H -3.810 0.351 0.713
H -2.140 2.117 -0.488
C 2.347 1.084 -0.206
C -1.517 1.193 -0.336
H 2.863 -1.520 -0.227
H 1.692 -2.687 -0.350
H -3.107 -1.259 1.025
H 3.115 0.402 0.231
C -1.945 -0.101 -0.193
C -0.144 1.335 -0.067
H 2.353 1.952 0.571
H 2.047 -2.048 1.172
H -3.756 -1.000 -0.611
N 0.708 -0.821 0.159
C -3.249 -0.466 0.280
C 0.980 0.406 -0.023
C 1.792 -1.762 0.145
H 0.245 2.344 -0.176
*
```

***

Entry 7:
This record from the OMol25 dataset describes a structure of composition C15H33BrIN3NbO2P2S at a distorted geometry. The level of theory is ωB97M-V/def2-TZVPD.

Output
Electronic energy: -4915.459324 hartree
HOMO: -0.1516 Ha
Max |F|: 3.14 eV/A

The geometry in ORCA input format:
```
! RIJCOSX wB97M-V def2-TZVPD def2/J DEFGRID3
* xyz -1 1
C 3.858 3.311 1.084
H 1.580 -1.510 -3.167
C -3.669 -2.134 -0.228
P -1.465 -0.767 0.899
H -4.862 2.903 -0.817
H -0.851 -0.527 3.372
C -2.203 2.346 -1.188
H 2.896 1.400 -2.193
H 0.610 -2.786 -0.514
C -1.354 1.196 -1.899
H -2.835 2.851 -1.981
C 0.684 -1.819 -2.576
N 4.360 3.534 3.153
H 4.503 1.470 -1.414
I 1.686 -4.841 -2.499
C 5.312 2.799 2.558
H 6.151 2.414 3.166
O 5.073 2.636 1.215
C -2.084 -2.304 0.023
H -4.090 -1.284 0.370
H -3.873 -1.870 -1.306
C -2.892 0.203 3.094
S 3.169 3.279 -0.578
P 1.708 -1.374 2.315
H -3.036 0.259 4.208
H -2.494 1.210 2.774
H 0.449 2.295 -1.300
H -1.959 -3.259 0.591
H -4.227 -3.078 0.026
H 3.569 -0.544 -0.509
O -3.117 1.862 -0.191
C 1.113 -1.946 -1.064
Nb 0.880 -0.072 0.196
H 1.955 -0.392 3.335
C -4.462 1.862 -0.638
N 3.064 -2.214 2.055
H 3.340 -2.099 1.078
H -1.544 3.135 -0.753
H -4.661 1.172 -1.505
C 0.317 -3.293 -3.118
H 3.585 0.618 0.847
H 0.343 -3.224 -4.243
N 3.415 3.864 2.214
H 0.698 -2.278 2.784
H 0.740 0.985 -2.503
H -5.075 1.453 0.219
C -1.722 -0.841 2.752
H -1.640 -2.349 -1.010
H -1.412 1.467 -3.001
H 2.213 -2.200 -1.051
H -2.123 -1.855 3.041
H -0.758 -3.507 -2.867
C 0.192 1.221 -1.539
H -0.238 -1.217 -2.761
Br 0.586 2.067 1.746
H -3.833 0.000 2.529
C 3.393 1.529 -1.204
H -1.848 0.191 -1.829
C 3.082 0.406 -0.141
*
```

***

Entry 8:
This record from the OMol25 dataset describes a cluster of 2 separate species, C6H15NO in total. The level of theory is ωB97M-V/def2-TZVPD.

Output
Electronic energy: -367.512090 hartree
HOMO: -0.2297 Ha
ΔE to the lowest compared entry with this formula, charge and spin: 74.8 kcal per mole
Max |F|: 0.59 eV/A

The geometry in ORCA input format:
```
! RIJCOSX wB97M-V def2-TZVPD def2/J DEFGRID3
* xyz 0 1
O -2.653 0.941 -1.304
H -1.629 -2.441 1.365
N -1.249 -0.836 -0.908
C 1.983 0.579 1.120
C -0.643 -2.013 1.153
C -0.471 -1.728 -0.298
H 1.284 0.274 -1.480
H 2.275 1.732 -1.442
H 1.156 2.497 0.605
H 3.017 0.854 0.925
H -0.555 -1.100 1.745
H -3.610 1.002 -1.248
H -1.095 -0.701 -1.903
H 0.003 1.168 0.518
H 0.546 1.856 -1.760
H 0.148 -2.350 -0.915
H 0.111 -2.721 1.488
C 1.299 1.322 -1.188
C -2.200 -0.054 -0.436
H 1.795 0.690 2.182
C 1.035 1.452 0.307
H -2.394 0.047 0.614
H 1.849 -0.468 0.856
*
```

***

Entry 9:
This record from the OMol25 dataset describes the ion C4H10BrNOP with charge +1. The level of theory is ωB97M-V/def2-TZVPD.

Output
Electronic energy: -3203.579251 hartree
HOMO: -0.5382 Ha
Max |F|: 0.82 eV/A
SMILES string: OP(Br)[NH+]1CCCC1

The geometry in ORCA input format:
```
! RIJCOSX wB97M-V def2-TZVPD def2/J DEFGRID3
* xyz 1 1
C -1.208 1.241 0.074
H -1.279 1.539 -0.974
P 2.008 -1.323 0.208
H -0.553 -1.522 1.180
C -0.745 -1.155 0.177
Br 2.502 -1.820 -1.889
O 3.003 -0.126 0.531
H -2.428 -0.241 1.143
H -2.566 -0.262 -0.648
H 0.862 1.741 -0.192
C 0.275 0.996 0.342
H -0.900 -1.950 -0.547
H 0.558 1.021 1.392
H 0.438 -0.242 -1.264
C -1.902 -0.133 0.199
H -1.650 2.040 0.660
N 0.475 -0.360 -0.251
H 3.111 0.557 -0.140
*
```

***

Entry 10:
This record from the OMol25 dataset describes an isolated molecule of C3H6O2S2 at a distorted geometry. The level of theory is ωB97M-V/def2-TZVPD.

Output
Electronic energy: -1064.655320 hartree
HOMO: -0.3105 Ha
ΔE to the lowest compared entry with this formula, charge and spin: 81.8 kcal per mole
Max |F|: 3.33 eV/A
SMILES string: CO[C@]1(SC)OS1

The geometry in ORCA input format:
```
! RIJCOSX wB97M-V def2-TZVPD def2/J DEFGRID3
* xyz 0 1
H 0.706 -1.064 1.285
H -0.216 2.240 -1.126
C -1.048 0.136 -0.131
H 1.178 2.356 0.259
O -0.185 0.963 0.444
H 0.386 -2.745 1.033
C 0.689 -1.849 0.557
H 1.767 -1.943 0.085
S -2.638 -0.150 0.622
H 1.305 1.080 -0.958
O -2.116 0.642 -0.755
S -0.356 -1.426 -0.871
C 0.529 1.761 -0.445
*
```

***

Entry 11:
This record from the OMol25 dataset describes a structure of composition Cl5H2NaO21 at a distorted geometry. The level of theory is ωB97M-V/def2-TZVPD.

Output
Electronic energy: -4043.174932 hartree
HOMO (spin up / spin down): -0.0375 / -0.0375 Ha
Max |F|: 4.20 eV/A

The geometry in ORCA input format:
```
! RIJCOSX wB97M-V def2-TZVPD def2/J DEFGRID3
* xyz -3 2
O 1.080 -0.136 4.355
O -1.484 -0.113 -3.298
O 1.640 0.437 2.128
O 0.670 -3.374 3.198
Cl 1.073 0.914 3.392
O 1.957 0.199 -1.651
O -1.398 4.199 0.846
Cl -1.143 3.320 -0.282
O -1.291 -2.251 2.504
Cl -0.914 -1.380 -3.450
O 0.218 -1.587 -4.300
Cl 3.130 0.796 -2.264
O -0.883 -4.381 1.800
Na -0.322 -0.063 -0.079
Cl -0.227 -3.139 2.128
O 2.933 2.219 -2.342
O -0.630 -1.924 -2.165
O -2.123 2.206 -0.127
O 0.157 2.696 -0.159
O -1.984 -2.133 -4.077
O 4.274 0.539 -1.393
O 1.765 2.066 3.858
H -3.663 -0.382 0.874
H -2.337 -1.064 1.135
O -0.321 1.203 3.037
O -2.918 -0.784 0.428
O 0.557 -2.588 1.004
O 3.357 0.391 -3.645
O -1.174 4.113 -1.454
*
```

***

Entry 12:
This record from the OMol25 dataset describes a cluster of 11 separate species, C4H29NO11S in total at a distorted geometry. The level of theory is ωB97M-V/def2-TZVPD.

Output
Electronic energy: -1450.311911 hartree
HOMO: -0.3495 Ha
ΔE to the lowest compared entry with this formula, charge and spin: 40.9 kcal per mole
Max |F|: 4.16 eV/A
SMILES string: CNC(=O)CCS.O.O.O.O.O.O.O.O.O.O

The geometry in ORCA input format:
```
! RIJCOSX wB97M-V def2-TZVPD def2/J DEFGRID3
* xyz 0 1
H -0.150 1.522 -1.656
H -0.834 -0.779 4.343
H 0.940 3.013 -3.143
O -1.163 -0.877 -1.284
H -2.607 -2.681 -2.048
H 0.435 -1.088 1.114
C 2.388 -1.397 -1.131
H 2.354 1.849 3.575
O -0.770 2.690 3.745
H 1.084 1.473 2.913
N 0.896 -1.570 -0.824
C 0.555 0.710 -1.854
H -0.698 0.790 4.186
O -0.538 -0.071 3.791
H 1.492 0.900 -1.279
O -1.675 0.830 1.069
O -2.038 -3.487 -2.005
H -0.037 -4.676 -0.861
H -0.962 2.130 2.941
H -1.585 0.939 0.123
O -0.341 -3.979 -0.279
O -2.795 2.515 -2.592
H -2.224 0.055 1.290
H 0.663 -2.424 -0.317
H 2.526 -2.119 -1.921
H 1.665 -0.334 -3.314
H -3.317 2.435 -1.766
C 0.044 -0.603 -1.292
H 2.582 -0.288 -1.346
O 1.018 -0.664 1.749
H -1.746 2.969 -1.231
H -0.047 0.291 -3.956
S 1.600 2.122 -3.827
H 2.288 -2.426 2.567
O -1.363 3.682 -0.697
H -1.251 -3.722 -0.668
H -2.659 1.543 -2.709
C 0.885 0.519 -3.291
H -1.217 4.272 -1.492
O 1.531 2.263 3.248
O 1.720 -2.793 3.262
H 2.974 -1.666 -0.264
H 1.396 -2.058 3.808
H -1.167 -3.188 -2.344
H -0.331 3.467 3.366
H 0.478 -0.089 2.301
*
```